Density functional theory data (the ωB97M-V functional and the def2-TZVPD basis) for C5H10O4 in the gas phase.

Structure (XYZ):
```
19
Properties=species:S:1:pos:R:3:nbo_charge:R:1
C 1.9473 -1.4192 -0.5199 -0.34
C 1.5248 -0.6559 0.4683 -0.26
C 1.0172 0.7539 0.2668 0.70
O 1.6937 1.3815 -0.7708 -0.72
O 1.2364 1.4195 1.4704 -0.72
O -0.3525 0.8424 -0.0919 -0.57
C -1.2521 -0.2097 0.1886 0.37
C -2.2997 -0.2241 -0.9152 -0.63
O -1.8946 -0.0256 1.4108 -0.72
H 2.3266 -2.4101 -0.3416 0.20
H 1.9367 -1.0709 -1.5386 0.21
H 1.5468 -0.9668 1.5016 0.22
H 1.0584 1.9185 -1.2550 0.49
H 1.0898 2.3667 1.3466 0.48
H -0.6942 -1.1636 0.1933 0.15
H -2.7611 0.7570 -0.9748 0.22
H -3.0609 -0.9616 -0.6731 0.22
H -1.8311 -0.4675 -1.8637 0.21
H -1.2313 0.1354 2.0983 0.48
```

Results
**Molar mass**: 134.1 g mol⁻¹
**HOMO level**: -10.17 eV
**Gap between HOMO and LUMO**: 10.88 eV
**Calculated total energy**: -13536.408 eV
**F_max**: 0.74 eV/Å
**SMILES**: C=CC(O)(O)O[C@H](C)O


Density functional theory data (the ωB97M-V functional and the def2-TZVPD basis) for 9 unconnected molecules or ions with the total composition C81H171N9O9 at a distorted geometry.

Structure (XYZ):
```
270
Properties=species:S:1:pos:R:3:mulliken_charge:R:1
C -0.7761 3.2178 -3.3618 -1.93
C -1.4755 4.1005 -4.4089 2.53
C -2.6087 3.2182 -4.9625 -2.31
C -2.1599 5.3216 -3.7517 -1.30
C -1.2354 6.5431 -3.6250 -0.38
C -0.5508 6.8336 -4.9542 -1.41
C 0.2884 5.6412 -5.4303 1.62
C 0.8288 6.0533 -6.7977 -2.06
C 1.4681 5.3476 -4.4801 -1.13
N -0.6402 4.5338 -5.4983 0.30
O -0.1970 3.4711 -6.3119 -0.46
H -1.4938 2.8171 -2.6427 0.53
H -0.1836 2.4519 -3.8600 0.55
H -0.1397 3.8109 -2.6910 0.07
H -2.1847 2.3158 -5.3987 0.24
H -3.3013 2.9677 -4.1539 0.47
H -3.2630 3.7353 -5.6724 0.56
H -3.0951 5.5771 -4.2471 0.45
H -2.3320 5.0106 -2.7163 0.32
H -1.7880 7.3961 -3.2320 0.48
H -0.4913 6.2539 -2.8752 -0.04
H 0.0413 7.7464 -4.8504 0.40
H -1.3598 7.0096 -5.6694 0.45
H 0.0284 6.4233 -7.4399 0.43
H 1.3192 5.2156 -7.2994 0.45
H 1.5870 6.8233 -6.6690 0.45
H 1.5364 4.2875 -4.2607 -0.03
H 1.4306 5.9112 -3.5444 0.21
H 2.4364 5.6652 -4.8826 0.25
H -0.6631 3.6020 -7.1443 0.34
C 7.1273 3.0117 7.5348 -2.00
C 6.9036 2.9648 6.0324 1.79
C 6.5840 4.3494 5.4424 -1.68
C 8.1799 2.3941 5.4130 -1.50
C 8.0154 1.8624 4.0039 -0.27
C 6.8363 0.8759 3.8465 -1.40
C 5.5585 1.3934 4.5104 2.18
C 4.8676 2.3391 3.5172 -0.96
C 4.7216 0.1408 4.7320 -1.89
N 5.8327 1.9971 5.8012 0.32
O 4.6542 2.4129 6.4255 -0.44
H 8.0437 3.5540 7.7779 0.44
H 6.2973 3.4551 8.0832 0.36
H 7.2538 1.9898 7.8984 0.47
H 6.8872 5.1821 6.0848 0.44
H 7.0438 4.5273 4.4706 0.30
H 5.5003 4.4632 5.3917 0.27
H 8.9128 3.1980 5.3039 0.51
H 8.5748 1.6182 6.0714 0.38
H 7.9245 2.6826 3.2828 -0.15
H 8.9179 1.3301 3.6914 0.49
H 7.2160 -0.0694 4.2334 0.63
H 6.6815 0.8203 2.7684 0.22
H 4.3814 3.1808 4.0125 0.15
H 4.0368 1.8582 2.9869 0.44
H 5.4941 2.7455 2.7235 -0.33
H 3.8294 0.2880 5.3479 0.41
H 5.2986 -0.6092 5.2829 0.45
H 4.4300 -0.3378 3.7953 0.33
H 4.3671 1.6454 6.9329 0.36
C -0.5587 -3.2430 1.2203 -0.74
C 0.0415 -1.8727 1.0484 3.04
C -0.7314 -0.8397 1.8822 -0.61
C 1.5020 -1.9211 1.5393 -1.34
C 2.4144 -0.8463 0.9268 -0.10
C 2.2126 -0.8055 -0.5746 -0.73
C 0.7780 -0.4966 -0.9894 1.89
C 0.3977 0.9324 -0.5808 0.48
C 0.6974 -0.6519 -2.5030 -0.94
N -0.0605 -1.4983 -0.3581 -0.25
O -1.4251 -1.3662 -0.7396 1.06
H -0.0843 -4.0583 0.6677 -1.10
H -0.5884 -3.5921 2.2608 0.20
H -1.6258 -3.3065 0.9703 0.35
H -1.1789 -1.3008 2.7703 -0.37
H -0.1222 0.0142 2.1720 -0.12
H -1.6061 -0.4987 1.3224 -0.17
H 1.4447 -1.7148 2.6155 0.49
H 1.9110 -2.9341 1.5026 0.28
H 2.1434 0.0877 1.4309 -0.35
H 3.4398 -1.0539 1.2375 0.62
H 2.5364 -1.7874 -0.9357 -0.05
H 2.8466 -0.0400 -1.0349 0.20
H 0.6619 1.0758 0.4694 -0.44
H -0.6737 1.1283 -0.6547 -0.75
H 0.9319 1.7110 -1.1219 0.00
H 1.3315 0.0396 -3.0587 0.56
H -0.3180 -0.5980 -2.8977 -0.18
H 1.0726 -1.6576 -2.7383 -0.41
H -1.5070 -2.0327 -1.4308 -0.01
C -3.0235 1.2858 4.1457 -1.64
C -2.4018 2.6679 3.9188 2.19
C -2.0144 2.8166 2.4431 -1.49
C -3.5117 3.6786 4.2169 -1.50
C -3.0064 5.0973 4.2988 -0.70
C -1.8972 5.1763 5.3576 -1.27
C -0.7539 4.1858 5.2121 1.97
C 0.3440 4.6384 4.2370 -1.38
C -0.1368 4.0269 6.5927 -2.07
N -1.2754 2.8657 4.8243 0.22
O -0.2013 1.9940 4.5185 -0.36
H -4.0258 1.1916 3.7259 0.37
H -2.3943 0.4783 3.7593 0.00
H -3.1546 1.1014 5.2185 0.47
H -1.5770 3.7916 2.2410 0.44
H -1.3034 2.0645 2.0901 -0.14
H -2.8778 2.6473 1.7914 0.21
H -4.2596 3.5788 3.4227 0.51
H -4.0669 3.4056 5.1208 0.35
H -2.7003 5.5288 3.3423 0.31
H -3.7979 5.7769 4.6338 0.46
H -2.3489 5.1086 6.3470 0.37
H -1.4769 6.1777 5.2195 0.39
H 0.4916 5.7168 4.3352 0.46
H 0.1659 4.4138 3.1861 0.04
H 1.2799 4.1172 4.4409 0.26
H -0.8205 3.4844 7.2475 0.52
H 0.1134 4.9922 7.0434 0.39
H 0.8061 3.4912 6.5695 0.24
H -0.4653 1.1432 4.8865 0.28
C -3.5737 -7.3887 6.9621 -1.67
C -3.1154 -5.9841 7.4339 1.39
C -3.9607 -5.5937 8.6396 -1.89
C -1.6686 -6.1842 7.9548 -1.11
C -0.5938 -6.0464 6.8900 -0.81
C -0.8461 -4.8034 6.0551 -1.54
C -2.2093 -4.7023 5.3757 2.12
C -2.3494 -3.2715 4.8792 -2.10
C -2.2584 -5.7274 4.2405 -1.40
N -3.2170 -4.9991 6.3854 0.51
O -4.5144 -4.9044 5.8454 -0.51
H -3.0143 -7.7563 6.1038 0.35
H -3.4369 -8.1130 7.7686 0.46
H -4.6434 -7.4044 6.7413 0.33
H -3.5223 -4.7522 9.1868 0.39
H -4.9872 -5.3335 8.3830 0.40
H -3.9469 -6.3956 9.3823 0.39
H -1.4950 -5.4757 8.7698 0.39
H -1.5939 -7.1898 8.3650 0.41
H 0.4297 -6.0469 7.2575 0.40
H -0.6925 -6.8841 6.1886 0.30
H -0.0640 -4.6743 5.2988 0.48
H -0.6853 -3.9431 6.7236 0.53
H -3.0278 -3.1474 4.0344 0.24
H -1.3426 -2.8847 4.7221 0.32
H -2.7827 -2.6253 5.6490 0.51
H -1.7989 -5.2993 3.3395 0.06
H -3.2891 -5.8636 3.8951 0.48
H -1.8419 -6.7071 4.4466 0.31
H -4.9463 -4.1791 6.3094 0.34
C -2.5712 -2.5051 -10.0142 -1.83
C -2.8946 -2.9349 -8.5561 1.61
C -4.2635 -3.6388 -8.5809 -1.91
C -1.8472 -3.9833 -8.1244 -1.40
C -0.5838 -3.4836 -7.4311 -0.58
C -1.0172 -2.5738 -6.2997 -1.58
C -1.8102 -1.3912 -6.8100 2.98
C -2.3455 -0.6922 -5.5691 -2.92
C -0.9698 -0.3745 -7.5994 -1.96
N -2.9391 -1.7978 -7.6436 0.52
O -3.6747 -0.7176 -8.1535 -0.56
H -1.5936 -2.0264 -10.0284 0.40
H -2.6022 -3.3677 -10.6782 0.47
H -3.3385 -1.8084 -10.3487 0.37
H -4.1596 -4.6401 -9.0103 0.40
H -4.5708 -3.7965 -7.5442 0.45
H -5.0066 -3.1241 -9.1888 0.38
H -2.3090 -4.8434 -7.6344 0.40
H -1.4804 -4.4331 -9.0577 0.42
H -0.0011 -4.3645 -7.1522 0.26
H 0.0856 -2.8876 -8.0605 0.30
H -0.2326 -2.2423 -5.6107 0.35
H -1.6298 -3.1500 -5.5887 0.36
H -2.9776 0.1861 -5.7477 0.51
H -1.4943 -0.3212 -4.9922 0.30
H -3.0237 -1.3103 -4.9741 0.73
H -1.5097 0.5672 -7.7165 0.35
H -0.6746 -0.7574 -8.5727 0.38
H -0.0722 -0.0334 -7.0660 0.42
H -4.5430 -0.8289 -7.7507 0.37
C -8.5030 -0.8785 -1.6783 -1.96
C -7.4160 -0.5821 -0.6499 1.53
C -7.9070 0.4987 0.3205 -1.50
C -7.0724 -1.8726 0.0719 -1.51
C -5.6948 -1.8918 0.7160 -0.91
C -4.6203 -1.4596 -0.2638 -0.42
C -4.8622 -0.1367 -0.9762 3.31
C -4.5104 0.9796 0.0135 -1.31
C -3.9538 -0.0455 -2.2040 -2.01
N -6.2565 -0.0987 -1.4266 0.19
O -6.6038 1.1132 -2.0540 -0.51
H -8.1063 -1.5719 -2.4191 0.46
H -9.3718 -1.3027 -1.1707 0.42
H -8.7912 0.0229 -2.2146 0.35
H -8.6822 0.1193 0.9874 0.42
H -7.1334 0.9276 0.9594 0.27
H -8.2318 1.3671 -0.2550 0.37
H -7.8292 -2.0342 0.8493 0.54
H -7.2319 -2.7508 -0.5658 0.33
H -5.7764 -1.2057 1.5736 0.17
H -5.4573 -2.8411 1.1996 0.60
H -4.4794 -2.2729 -0.9891 0.66
H -3.6759 -1.4680 0.2863 -0.72
H -3.4952 0.8052 0.3930 -0.25
H -5.1037 0.9524 0.9296 0.23
H -4.5685 1.9981 -0.3721 0.56
H -4.3766 0.5625 -3.0074 0.44
H -3.9005 -1.0329 -2.6708 0.33
H -2.9712 0.3439 -1.9481 -0.40
H -6.1504 1.1209 -2.9021 0.39
C -0.4522 -4.8285 -2.8690 -1.72
C 0.7845 -5.6846 -3.0647 1.75
C 0.3963 -7.0601 -3.5984 -1.75
C 1.6919 -4.9197 -4.0126 -0.01
C 3.0943 -5.5088 -4.1532 -1.04
C 3.7056 -5.5156 -2.7662 -1.52
C 2.8691 -6.2335 -1.7029 1.90
C 3.0495 -7.7467 -1.8375 -1.95
C 3.4057 -5.7588 -0.3471 -1.89
N 1.4824 -5.7361 -1.7745 1.03
O 0.6958 -6.4426 -0.8138 -0.67
H -1.0415 -4.8234 -3.7952 0.33
H -1.1334 -5.2620 -2.1316 0.58
H -0.2750 -3.7794 -2.6297 -0.13
H -0.3200 -7.5066 -2.9079 0.39
H -0.0701 -6.9287 -4.5747 0.39
H 1.2523 -7.7234 -3.6251 0.30
H 1.2195 -4.9648 -5.0061 -0.23
H 1.7922 -3.8479 -3.8276 -0.10
H 3.0650 -6.4866 -4.6376 0.39
H 3.6654 -4.8498 -4.8110 0.47
H 3.9777 -4.5093 -2.4387 0.40
H 4.6734 -6.0324 -2.8112 0.47
H 3.1310 -8.0651 -2.8733 0.39
H 2.2266 -8.2497 -1.3180 0.36
H 3.9059 -8.1197 -1.2697 0.48
H 2.8443 -4.9011 0.0252 0.18
H 4.4629 -5.4863 -0.3862 0.46
H 3.3381 -6.5220 0.4350 0.40
H 0.4044 -5.7465 -0.2161 0.12
C 6.5718 3.2341 -0.0026 -2.38
C 5.5213 4.0965 -0.6840 1.94
C 6.1774 5.3805 -1.1974 -1.92
C 4.8861 3.2751 -1.7905 -1.51
C 3.5895 3.8221 -2.3361 -0.48
C 2.5991 4.0709 -1.2110 0.26
C 3.1659 4.8785 -0.0400 2.16
C 3.1607 6.3767 -0.4074 -1.91
C 2.1954 4.6911 1.1352 -2.78
N 4.4935 4.3698 0.3134 1.48
O 5.0231 4.9685 1.4922 -0.62
H 7.3048 2.8528 -0.7156 0.55
H 7.1385 3.8182 0.7300 0.50
H 6.1309 2.4123 0.5673 0.31
H 5.5468 5.8857 -1.9314 0.32
H 6.3282 6.0813 -0.3745 0.31
H 7.1479 5.2097 -1.6687 0.47
H 5.6080 3.2370 -2.6179 0.53
H 4.8118 2.2288 -1.4738 0.18
H 3.8412 4.7998 -2.7760 0.11
H 3.1835 3.3121 -3.2085 0.52
H 2.1278 3.1501 -0.8677 -0.75
H 1.7813 4.6597 -1.6425 -0.61
H 2.2338 6.8968 -0.1731 0.42
H 3.4759 6.5506 -1.4392 0.26
H 3.9390 6.8953 0.1666 0.36
H 2.5395 5.2427 2.0118 0.70
H 2.0175 3.6446 1.3877 0.36
H 1.2381 5.1592 0.8873 0.54
H 5.1618 4.1458 1.9798 -0.04
```

Results
**Molar mass**: 1415.3 g mol⁻¹
**HOMO level**: -7.86 eV
**Gap between HOMO and LUMO**: 8.21 eV
**Calculated total energy**: -118598.386 eV
**F_max**: 2.01 eV/Å
**SMILES**: CC1(C)CCCC(C)(C)N1O.CC1(C)CCCC(C)(C)N1O.CC1(C)CCCC(C)(C)N1O.CC1(C)CCCC(C)(C)N1O.CC1(C)CCCC(C)(C)N1O.CC1(C)CCCC(C)(C)N1O.CC1(C)CCCC(C)(C)N1O.CC1(C)CCCC(C)(C)N1O.CC1(C)CCCC(C)(C)N1O


Density functional theory data (the ωB97M-V functional and the def2-TZVPD basis) for C17H29N5O7 in the gas phase.

Structure (XYZ):
```
58
Properties=species:S:1:pos:R:3:nbo_charge:R:1
C 5.7607 -5.2017 -0.1390 -0.25
O 4.3990 -4.8425 -0.1711 -0.54
C 3.9729 -4.5184 -1.4707 -0.07
C 2.5602 -4.0037 -1.4309 -0.09
O 2.5176 -2.8174 -0.6328 -0.57
C 1.2884 -2.0874 -0.7005 -0.15
C 0.7301 -2.0526 -2.1248 0.65
O -0.2370 -2.7077 -2.4731 -0.63
N 1.4741 -1.2620 -2.9209 -0.65
C 1.3874 -1.2073 -4.3553 -0.27
C 2.2668 -2.2418 -5.0862 0.27
O 1.7548 -3.5567 -4.9864 -0.55
C 0.4441 -3.7630 -5.4909 -0.26
C 2.5134 -1.7486 -6.5210 -0.44
C 3.6629 -0.7554 -6.3594 -0.21
N 4.4321 -1.3138 -5.2459 -0.43
C 5.6893 -0.8997 -5.0013 0.70
O 6.1667 0.0620 -5.5978 -0.68
C 6.5306 -1.7343 -4.0367 -0.51
C 7.6616 -0.9372 -3.3850 -0.42
C 7.2991 -0.4021 -1.9976 -0.21
N 5.9603 0.1695 -1.9770 -0.41
C 4.8259 -0.4163 -1.5048 0.64
O 4.8982 -1.4728 -0.7061 -0.69
N 3.7636 0.1796 -1.9536 -0.43
N 4.1932 1.2139 -2.7933 -0.34
C 5.4823 1.1723 -2.7832 0.61
O 6.3518 1.9530 -3.4332 -0.68
C 3.6891 -2.3338 -4.5215 -0.24
H 6.0137 -5.4345 0.8925 0.20
H 5.9564 -6.0812 -0.7643 0.16
H 6.3930 -4.3754 -0.4861 0.16
H 4.6396 -3.7605 -1.9060 0.16
H 4.0013 -5.4005 -2.1262 0.18
H 2.2268 -3.8119 -2.4543 0.20
H 1.8953 -4.7528 -0.9897 0.19
H 0.5428 -2.5631 -0.0602 0.20
H 1.5073 -1.0835 -0.3381 0.21
H 2.2172 -0.7118 -2.4832 0.45
H 0.3513 -1.3405 -4.6679 0.23
H 1.6951 -0.2064 -4.6618 0.22
H 0.3195 -4.8398 -5.5817 0.20
H -0.3111 -3.3780 -4.8042 0.20
H 0.3225 -3.3137 -6.4815 0.16
H 2.8210 -2.5984 -7.1339 0.22
H 1.6356 -1.2891 -6.9757 0.22
H 4.2945 -0.6735 -7.2424 0.22
H 3.3146 0.2515 -6.1149 0.20
H 5.9068 -2.2280 -3.2892 0.22
H 6.9480 -2.5340 -4.6556 0.24
H 8.5502 -1.5604 -3.2757 0.22
H 7.9229 -0.1128 -4.0470 0.25
H 7.2938 -1.1997 -1.2558 0.22
H 8.0145 0.3539 -1.6776 0.22
H 4.0037 -1.8891 -0.6062 0.53
H 6.0997 1.9793 -4.3687 0.52
H 3.7076 -2.1545 -3.4467 0.22
H 4.0643 -3.3417 -4.7215 0.21
```

Results
**Molar mass**: 415.4 g mol⁻¹
**HOMO level**: -9.02 eV
**Gap between HOMO and LUMO**: 9.59 eV
**Calculated total energy**: -39882.951 eV
**F_max**: 0.61 eV/Å
**SMILES**: COCCOCC(=O)NC[C@@]1(OC)CCN(C(=O)CCCn2c(O)nnc2O)C1


Density functional theory data (the ωB97M-V functional and the def2-TZVPD basis) for a molecular structure, CrFHMgNO3S2 at a distorted geometry.

Structure (XYZ):
```
10
Properties=species:S:1:pos:R:3:nbo_charge:R:1
Mg 1.1495 3.2737 0.1546 1.60
N 0.1457 0.4168 -1.0815 -1.18
S 0.4316 1.9511 -1.9239 -0.29
S 0.9464 0.1254 0.2239 2.02
O -0.3515 -1.3665 0.8681 -0.63
O 1.3701 1.3557 0.9675 -1.09
F 2.4311 -0.4725 -0.2301 -0.48
Cr -1.4639 -0.9660 -0.7653 1.43
O -2.1010 -2.2777 0.4873 -0.88
H -2.5579 -2.0399 1.2994 0.49
```

Results
**Multiplicity**: 5
**Molar mass**: 222.4 g mol⁻¹
**HOMO level (alpha / beta)**: -12.42 / -12.60 eV
**Gap between HOMO and LUMO (alpha / beta)**: 5.81 / 5.99 eV
**Calculated total energy**: -65891.649 eV
**F_max**: 2.51 eV/Å
**Net charge**: +1
**<S²>**: 6.028


- What is the F_max in the second record?
  2.01 eV/Å